1.
The following is a DFT calculation (ωB97M-V with the def2-TZVPD basis set) of a structure of composition C3H8CoO3 in a non-equilibrium geometry.

Calculated values
HOMO level (spin up / spin down) = -14.86 / -14.56 eV
net charge = +1
multiplicity = 5
E_LUMO (spin up / spin down) = -4.971 / -7.879 eV
<S²> = 6.02
relative energy (zero: lowest compared OMol25 entry of this formula, charge and spin) = 33.7 kcal per mole
Kohn-Sham gap (spin up / spin down) = 9.892 / 6.682 eV

```
15
Properties=species:S:1:pos:R:3:lowdin_charge:R:1
O -0.07 2.27 -0.46 -0.065
C -1.17 1.48 -0.09 -0.219
C -0.76 0.08 0.35 -0.182
O 0.00 -0.43 -0.79 -0.314
C 0.22 -1.83 -0.75 -0.046
Co 1.33 1.03 -0.55 1.091
H -1.83 1.38 -0.98 0.169
H -1.75 1.92 0.74 0.162
H -1.63 -0.57 0.52 0.140
H -0.75 -2.34 -0.81 0.117
H 0.90 -2.08 -1.58 0.114
H 0.70 -2.14 0.19 0.112
O 2.07 0.34 1.18 -0.295
H 2.54 0.97 1.73 0.005
H 0.19 -0.06 1.31 0.213
```

=====

2.
The following is a DFT calculation (ωB97M-V with the def2-TZVPD basis set) of a cluster of 7 separate species, C29H69N7O7 in total in a non-equilibrium geometry.

Calculated values
HOMO level = -8.20 eV
E_LUMO = 0.601 eV
Kohn-Sham gap = 8.798 eV

```
112
Properties=species:S:1:pos:R:3:lowdin_charge:R:1
C 15.82 -18.21 5.22 -0.608
O 14.61 -18.08 5.01 -0.007
N 16.59 -19.09 4.46 0.150
N 16.41 -17.54 6.30 0.166
H 16.03 -19.50 3.75 0.083
H 17.33 -19.63 4.79 0.065
H 15.86 -16.84 6.77 0.056
H 17.43 -17.51 6.26 0.107
C 11.05 -17.05 6.11 -0.630
O 10.16 -16.82 6.93 -0.009
N 11.67 -16.15 5.34 0.193
N 11.35 -18.37 5.71 0.152
H 12.43 -16.43 4.73 0.110
H 11.34 -15.24 5.54 0.074
H 12.04 -18.48 4.98 0.067
H 10.95 -19.20 6.16 0.113
O 11.13 -16.48 9.94 -0.041
H 10.61 -17.01 9.32 0.060
H 10.58 -15.70 9.98 0.001
O 13.60 -16.85 8.46 -0.073
H 12.75 -16.55 8.82 0.010
H 13.97 -17.58 9.06 0.057
C 17.11 -12.99 9.32 -0.051
C 15.62 -13.02 9.15 -0.466
C 14.89 -11.61 9.11 -0.138
C 15.29 -10.86 7.87 -0.217
C 14.70 -11.54 6.69 -0.106
C 15.30 -13.05 6.58 -0.521
N 15.11 -13.69 7.86 -0.057
O 15.56 -15.08 7.80 -0.083
C 14.57 -13.79 5.51 -0.053
C 16.79 -13.12 6.24 -0.027
C 14.98 -13.67 10.40 -0.039
H 17.51 -12.19 8.61 0.089
H 17.54 -14.00 9.03 0.107
H 17.50 -12.77 10.28 0.070
H 13.83 -11.78 9.12 0.090
H 15.17 -11.01 10.04 0.145
H 16.34 -10.60 7.74 0.114
H 14.80 -9.92 8.04 0.104
H 14.90 -11.03 5.75 0.112
H 13.61 -11.69 6.69 0.115
H 14.71 -13.29 4.56 0.089
H 15.03 -14.77 5.38 0.067
H 13.49 -13.93 5.72 0.076
H 16.85 -13.91 5.42 0.094
H 17.28 -12.26 5.72 0.100
H 17.28 -13.43 7.13 0.025
H 15.03 -12.93 11.24 0.100
H 15.46 -14.56 10.73 0.050
H 13.93 -13.87 10.17 0.073
H 14.79 -15.67 7.99 0.042
C 13.14 -20.19 9.02 -0.047
C 14.00 -20.13 10.25 -0.519
C 15.51 -20.04 9.81 -0.129
C 16.52 -19.56 10.86 -0.152
C 16.04 -18.22 11.49 -0.129
C 14.60 -18.25 12.01 -0.521
N 13.84 -18.76 10.86 -0.108
O 12.45 -18.67 11.19 -0.052
C 14.39 -18.99 13.28 -0.042
C 14.11 -16.79 12.28 -0.023
C 13.77 -21.31 11.20 -0.026
H 13.28 -19.38 8.33 0.057
H 13.38 -21.12 8.41 0.107
H 12.07 -20.30 9.41 0.110
H 15.74 -21.01 9.31 0.125
H 15.50 -19.30 9.00 0.100
H 16.71 -20.26 11.68 0.104
H 17.44 -19.28 10.33 0.108
H 16.05 -17.48 10.71 0.104
H 16.69 -17.83 12.27 0.122
H 14.46 -18.31 14.12 0.082
H 15.03 -19.88 13.48 0.089
H 13.41 -19.39 13.28 0.071
H 13.17 -16.75 12.81 0.081
H 13.94 -16.27 11.31 0.070
H 14.92 -16.19 12.74 0.097
H 12.68 -21.42 11.42 0.099
H 14.07 -22.23 10.64 0.095
H 14.42 -21.28 12.08 0.060
H 12.19 -17.75 10.95 0.058
C 8.85 -12.50 7.85 -0.033
C 9.94 -13.13 8.69 -0.489
C 10.72 -12.05 9.50 -0.117
C 10.01 -11.66 10.80 -0.183
C 9.64 -12.83 11.67 -0.112
C 8.69 -13.80 10.87 -0.508
N 9.45 -14.16 9.63 -0.116
O 8.60 -15.09 8.98 -0.049
C 8.38 -15.00 11.74 -0.048
C 7.33 -13.24 10.46 -0.043
C 10.85 -13.87 7.73 -0.050
H 8.22 -13.25 7.42 0.081
H 9.26 -11.94 6.98 0.100
H 8.29 -11.73 8.33 0.063
H 11.73 -12.36 9.68 0.086
H 10.82 -11.18 8.81 0.130
H 9.10 -11.07 10.53 0.110
H 10.72 -10.93 11.26 0.121
H 9.00 -12.52 12.50 0.122
H 10.49 -13.37 12.03 0.112
H 9.36 -15.47 12.01 0.086
H 7.89 -14.64 12.66 0.094
H 7.73 -15.75 11.16 0.116
H 6.62 -13.48 11.27 0.081
H 7.15 -12.15 10.28 0.086
H 6.97 -13.87 9.64 0.087
H 11.82 -14.27 8.15 0.101
H 11.21 -13.27 6.89 0.084
H 10.41 -14.79 7.32 0.044
H 9.27 -15.58 8.47 0.055
```

=====

3.
The following is a DFT calculation (ωB97M-V with the def2-TZVPD basis set) of a structure of composition C25H28Cl4FN2O3SZr in a non-equilibrium geometry.

Calculated values
HOMO level = -4.53 eV
net charge = -1
E_LUMO = 2.456 eV
relative energy (zero: lowest compared OMol25 entry of this formula, charge and spin) = 9.5 kcal per mole
Kohn-Sham gap = 6.986 eV

```
65
Properties=species:S:1:pos:R:3:lowdin_charge:R:1
Zr 1.27 0.13 -0.88 1.342
C 0.37 1.76 2.77 -0.073
C -0.57 0.69 3.30 -0.356
C 0.19 -0.57 3.71 -0.049
C -1.72 0.43 2.34 -0.152
C -3.00 0.82 2.72 -0.049
C -4.09 0.64 1.88 -0.087
C -3.89 0.03 0.66 -0.048
C -2.63 -0.39 0.25 -0.152
C -2.49 -1.10 -1.09 -0.389
C -3.39 -2.33 -1.18 -0.061
C -2.79 -0.15 -2.25 -0.078
C -1.53 -0.16 1.09 -0.234
N -0.23 -0.56 0.71 -0.083
C 0.01 -1.89 1.03 -0.307
C -0.91 -2.81 1.54 -0.023
C -0.55 -4.13 1.81 -0.093
C 0.75 -4.58 1.61 -0.107
C 1.70 -3.67 1.15 -0.013
C 1.30 -2.39 0.90 -0.236
F 2.26 -1.46 0.51 -0.060
H 1.15 1.98 3.51 0.075
H -0.16 2.69 2.56 0.082
H 0.86 1.43 1.84 0.023
H -1.04 1.09 4.20 0.120
H 0.76 -0.98 2.87 0.059
H -0.49 -1.35 4.06 0.086
H 0.89 -0.34 4.51 0.077
H -3.13 1.29 3.69 0.102
H -5.08 0.97 2.19 0.093
H -4.74 -0.13 -0.01 0.105
H -1.46 -1.43 -1.21 0.032
H -4.45 -2.07 -1.14 0.068
H -3.19 -3.04 -0.37 0.069
H -3.21 -2.84 -2.12 0.080
H -3.82 0.22 -2.22 0.078
H -2.63 -0.66 -3.20 0.078
H -2.11 0.71 -2.24 0.044
H -1.93 -2.49 1.72 0.114
H -1.30 -4.81 2.18 0.097
H 1.02 -5.61 1.80 0.090
H 2.74 -3.94 0.99 0.120
Cl 4.44 3.60 -5.88 0.628
C 4.14 2.53 -4.56 -0.713
C 5.06 1.55 -4.23 -0.710
Cl 6.54 1.40 -5.13 0.631
C 4.82 0.68 -3.16 -0.607
Cl 5.96 -0.53 -2.69 0.681
C 3.64 0.78 -2.43 -0.412
O 3.35 0.03 -1.38 -0.329
C 2.70 1.77 -2.79 -0.381
O 1.62 1.84 -2.02 -0.334
C 2.96 2.64 -3.82 -0.607
Cl 1.78 3.87 -4.18 0.675
C -1.74 2.64 -0.61 -0.101
O -0.50 1.99 -0.84 -0.209
H -2.50 2.28 -1.30 0.069
H -1.62 3.72 -0.73 0.092
H -2.06 2.43 0.40 0.072
H -0.05 2.39 -1.61 0.063
N 2.76 1.56 0.79 0.008
H 2.65 2.56 0.68 0.056
H 3.49 1.24 0.14 0.024
H 3.09 1.36 1.73 0.048
S 0.75 -1.34 -2.57 -0.026
```

=====

4.
The following is a DFT calculation (ωB97M-V with the def2-TZVPD basis set) of an isolated molecule of C4H3N3O in a non-equilibrium geometry.

Calculated values
HOMO level = -9.75 eV
E_LUMO = -1.414 eV
relative energy (zero: lowest compared OMol25 entry of this formula, charge and spin) = 112.0 kcal per mole
Kohn-Sham gap = 8.331 eV

```
11
Properties=species:S:1:pos:R:3:lowdin_charge:R:1
C -1.33 -0.23 -0.07 -0.426
C -0.85 0.99 -0.55 -0.081
C 1.03 0.54 0.34 -0.234
C 1.32 -0.74 0.18 -0.085
H -1.79 1.81 -0.85 0.204
H 1.57 1.15 1.08 0.122
H 2.41 -1.25 0.56 0.171
N 0.35 1.46 -0.36 0.127
N 0.44 -1.82 -0.39 0.037
N -0.75 -1.52 -0.49 0.076
O -2.41 -0.39 0.56 0.089
```